{"formula": "C15H28BINO5P", "method": "ωB97M-V/def2-TZVPD", "orbital_gap_ev": 5.39, "homo_ev": -8.19, "smiles": "NC[C@H](O)CB(CCCI)c1ccccc1.COP(=O)(OC)OC", "energy_ev": -45789.132, "e_above_lowest_kj_mol": 1262.49, "species": ["N", "C", "C", "O", "C", "B", "C", "C", "C", "I", "C", "C", "C", "C", "C", "C", "H", "H", "H", "H", "H", "H", "H", "H", "H", "H", "H", "H", "H", "H", "H", "H", "H", "H", "H", "C", "O", "P", "O", "O", "C", "O", "C", "H", "H", "H", "H", "H", "H", "H", "H", "H"], "xyz": [[1.65354, -0.96980, 1.57487], [0.88945, -0.37794, 0.40247], [-0.59036, 0.24053, 0.84988], [-1.00312, -0.19060, 2.21257], [-1.79958, -0.18157, -0.22205], [-2.86108, -1.27220, 0.41006], [-2.42656, -2.80894, 0.92383], [-1.25372, -3.49206, 0.00234], [-1.23597, -5.11119, 0.39824], [-0.33381, -5.28258, 2.38625], [-4.48417, -0.91255, 0.63444], [-4.96851, -0.92909, 2.23516], [-6.52958, -0.64419, 2.64724], [-7.58886, -0.36449, 1.40507], [-7.14263, -0.31217, -0.19970], [-5.54128, -0.60607, -0.58092], [1.36483, -1.95286, 1.78057], [1.59604, -0.37339, 2.43208], [1.55098, 0.51495, -0.01750], [0.80462, -1.17164, -0.46346], [-0.43434, 1.41738, 0.87774], [-0.96175, 0.65550, 2.75957], [-2.35730, 0.84103, -0.46967], [-1.25293, -0.64936, -1.14548], [-3.41043, -3.47062, 0.78782], [-2.16877, -2.70392, 2.06088], [-0.20206, -3.00589, 0.18596], [-1.47783, -3.36394, -1.15473], [-0.74150, -5.77640, -0.43056], [-2.38427, -5.41106, 0.48877], [-4.17272, -1.16350, 3.07789], [-6.80769, -0.66276, 3.78380], [-8.71588, -0.18461, 1.70634], [-7.94080, -0.08295, -1.05619], [-5.20198, -0.61146, -1.70209], [5.34467, 4.81896, -3.29588], [4.59894, 4.60838, -2.11166], [4.20892, 2.94683, -1.82891], [3.15383, 3.36724, -0.80191], [5.66370, 2.74925, -1.06359], [6.08653, 3.68414, -0.08721], [3.81882, 1.28524, -1.54601], [4.81206, 0.32242, -1.83796], [5.67692, 5.85959, -3.32176], [6.22201, 4.16651, -3.31840], [4.71379, 4.62064, -4.16564], [5.24468, 4.18404, 0.39906], [6.73494, 4.42569, -0.55804], [6.66286, 3.15270, 0.67252], [5.48973, 0.22664, -0.98416], [5.37094, 0.59579, -2.73644], [4.32665, -0.64367, -1.99555]], "forces_ev_per_angstrom": [[-0.6465, 0.0065, -0.7346], [0.3802, 0.4833, 0.3881], [0.0324, 0.3023, -0.8716], [0.6349, 2.3174, -0.5119], [0.5881, 1.1812, 0.3271], [-0.4574, -0.3181, 0.6190], [-0.6877, 0.3871, -1.1251], [-0.0289, -0.5962, 0.5300], [-1.5488, 1.1422, -1.7092], [-0.3135, -0.1870, -1.0080], [-3.3349, 0.7017, 0.8711], [-3.2080, 0.6648, -2.5952], [2.2590, -0.1595, -4.7702], [3.0499, -0.3736, -0.6892], [2.9474, -0.9929, 3.2665], [-1.7261, 0.0900, 4.4080], [0.0623, 1.4787, -0.0354], [-0.1968, -0.9525, -1.2197], [-1.5323, -1.8047, 0.7870], [0.0696, 1.4992, 1.8704], [-0.5718, -2.4643, -0.2125], [-0.1447, -1.8893, -0.9715], [1.1778, -2.3518, 0.0923], [-1.1575, 1.0745, 1.3996], [2.1323, 1.2702, 0.5626], [-0.2797, -0.4646, -2.0795], [-2.0474, -1.0012, -0.2284], [0.2397, -0.3734, 2.3814], [-0.6341, 1.2379, 1.9825], [2.6642, 0.4124, -0.0400], [-1.8033, 0.5705, -2.0178], [0.3040, 0.0890, -2.5854], [2.5752, -0.3693, -0.8488], [1.9583, -0.6061, 2.2399], [-0.6876, 0.0349, 2.4858], [0.3585, 0.4314, -0.4145], [-0.4056, -1.7886, -2.7107], [-1.6018, 1.9976, 10.1943], [0.1108, -0.2572, -1.9734], [-0.2433, -1.3567, -1.2632], [0.2679, 0.6839, 0.0317], [0.9178, 1.3301, -3.2680], [0.3718, -0.9464, 0.0600], [-0.0849, -0.1262, 0.0317], [0.1280, 0.0368, -0.1046], [0.1917, 0.1725, -0.1462], [-0.0349, -0.1071, -0.2003], [-0.0417, 0.0832, 0.1489], [-0.0691, -0.1826, -0.2091], [0.0248, 0.1204, -0.2007], [0.0887, -0.2829, 0.1608], [-0.0475, 0.1524, -0.0937]]}

{"formula": "C3H3FS2", "method": "ωB97M-V/def2-TZVPD", "orbital_gap_ev": 8.46, "homo_ev": -8.84, "energy_ev": -27546.237, "e_above_lowest_kj_mol": 25.45, "species": ["C", "C", "C", "H", "H", "H", "F", "S", "S"], "xyz": [[-0.15522, 0.58944, 0.19477], [1.09890, -0.24400, -0.05094], [-1.13223, -0.52133, -0.24245], [-0.38192, 0.75301, 1.20729], [1.80895, -0.21413, 0.77348], [1.66495, 0.17358, -0.93110], [-0.32644, 1.68293, -0.50961], [0.12524, -1.72233, -0.29801], [-2.70222, -0.49718, -0.14343]], "forces_ev_per_angstrom": [[-0.7438, -2.6191, -0.7845], [1.5317, 1.8404, -0.6194], [1.0683, 0.2333, 1.2819], [0.0543, 0.4933, 1.5948], [-0.1192, -0.4346, 0.1380], [-0.7284, -0.8010, 0.5245], [0.2641, 2.2750, -1.1392], [0.0119, -0.7504, -0.4749], [-1.3389, -0.2369, -0.5211]]}

{"formula": "C20H42ClN6O4PS", "method": "ωB97M-V/def2-TZVPD", "orbital_gap_ev": 7.43, "homo_ev": -8.10, "smiles": "N[C@]1(P(O)O)NC(=O)[C@@H](Cl)[C@H]1CCSc1nnco1.CCN(CC)CC.CCN(CC)CC", "energy_ev": -71188.859, "species": ["N", "C", "P", "O", "O", "N", "C", "O", "C", "Cl", "C", "C", "C", "S", "C", "N", "N", "C", "O", "H", "H", "H", "H", "H", "H", "H", "H", "H", "H", "H", "H", "C", "C", "N", "C", "C", "C", "C", "H", "H", "H", "H", "H", "H", "H", "H", "H", "H", "H", "H", "H", "H", "H", "C", "C", "N", "C", "C", "C", "C", "H", "H", "H", "H", "H", "H", "H", "H", "H", "H", "H", "H", "H", "H", "H"], "xyz": [[-5.52382, -1.47456, -1.23813], [-6.01059, -1.19514, 0.19947], [-7.36017, -2.53140, 0.39972], [-7.45720, -3.59765, -0.98021], [-7.21545, -3.42780, 1.88557], [-6.42176, 0.27238, 0.07634], [-5.27007, 1.04108, 0.75797], [-5.39844, 2.20111, 1.40686], [-3.91083, 0.08926, 0.55024], [-2.42394, 0.75138, 1.44107], [-4.59561, -1.33135, 1.05350], [-4.65093, -1.38806, 2.69169], [-3.73940, -2.60355, 3.35490], [-1.87050, -2.35430, 3.07006], [-1.58619, -3.10870, 1.35614], [-1.66967, -4.54136, 0.87543], [-1.39009, -4.40401, -0.50244], [-1.13492, -2.94229, -0.92432], [-1.25794, -2.09700, 0.30932], [-5.13817, -2.44261, -1.31091], [-6.30099, -1.34424, -1.92325], [-6.81791, -4.37288, -0.89700], [-6.46950, -4.09703, 1.86514], [-6.25001, 0.59986, -0.92058], [-3.58202, 0.18872, -0.58077], [-4.17637, -2.34551, 0.64592], [-4.31830, -0.38427, 3.22685], [-5.79071, -1.53991, 3.00780], [-3.87794, -2.57329, 4.53730], [-4.04230, -3.67375, 2.96993], [-0.90943, -2.51380, -1.99644], [2.70035, 6.36015, 0.30677], [1.99023, 5.03509, 0.04699], [2.60113, 3.89164, 0.73102], [2.10318, 2.59752, 0.25388], [0.62980, 2.27883, 0.48567], [2.74412, 4.00769, 2.18286], [1.48372, 4.24923, 3.00451], [3.76555, 6.29468, 0.06102], [2.26054, 7.14562, -0.31682], [2.60090, 6.67901, 1.34865], [2.03098, 4.86192, -1.03573], [0.93250, 5.14195, 0.30621], [2.71044, 1.79219, 0.68603], [2.29406, 2.53888, -0.82605], [0.43072, 2.02835, 1.52955], [0.34739, 1.40298, -0.10865], [-0.02788, 3.09933, 0.18824], [3.44792, 4.82223, 2.39348], [3.25248, 3.11363, 2.57187], [0.83890, 5.01867, 2.57027], [1.76061, 4.58469, 4.01029], [0.89945, 3.33564, 3.12769], [6.22420, -3.11750, -2.38774], [4.78580, -2.79396, -1.99549], [4.61283, -1.45120, -1.43366], [3.30682, -1.25351, -0.79676], [2.06983, -1.32151, -1.68636], [5.07655, -0.33845, -2.26342], [4.47787, -0.19296, -3.65714], [6.90884, -2.96611, -1.54651], [6.29834, -4.16593, -2.69527], [6.56464, -2.50737, -3.22972], [4.49037, -3.53342, -1.24061], [4.13643, -2.95552, -2.86129], [3.30420, -0.29552, -0.26167], [3.19652, -2.01070, -0.00898], [1.96403, -0.42418, -2.29927], [1.17273, -1.38422, -1.06077], [2.07201, -2.19704, -2.34030], [6.16532, -0.42036, -2.36852], [4.93520, 0.60625, -1.71874], [4.42916, -1.14361, -4.19593], [5.09620, 0.48838, -4.25231], [3.47620, 0.23922, -3.62442]], "forces_ev_per_angstrom": [[-0.1427, -0.5062, 0.3476], [3.6972, -0.4454, -2.2520], [-4.0930, 0.5618, 0.8032], [2.6252, -0.4802, 2.6153], [2.0879, -0.3406, -2.6505], [2.1795, 0.5468, 1.4250], [-0.4580, 4.3815, 2.8475], [0.9059, -7.7342, -4.5417], [-0.8037, 0.6884, -0.1847], [-1.6212, -0.6230, -0.5733], [-0.0104, 0.6925, -0.1917], [-0.7847, -0.1294, 0.7257], [-1.1163, 0.1283, 0.0282], [-0.7925, -1.4627, -1.9649], [-0.2229, -1.5795, -1.7914], [1.2620, 8.1651, -1.3194], [0.5942, 5.4375, -0.5580], [-1.4049, -4.0027, 4.5651], [-0.6191, -5.8816, -1.0479], [-0.7062, 1.0908, -0.1942], [0.7625, -0.5422, 0.8449], [-1.0156, 1.1629, -0.4391], [-1.0099, 0.9929, 0.2724], [-0.6509, -0.8755, 1.3294], [-1.0690, -0.6619, 2.4164], [-0.1750, 2.1159, 0.7155], [-0.5613, -2.0013, -1.5023], [2.5057, 0.0996, -0.5795], [0.4371, -0.0904, -2.6183], [0.6203, 2.1751, 0.7501], [-0.4484, -0.8980, 2.7056], [0.0313, 0.0240, 0.1207], [0.2656, -0.0596, 0.1155], [0.0942, -0.3216, -0.1473], [0.1743, 0.1684, -0.1769], [-0.1708, -0.2501, 0.0331], [0.3333, 0.2128, -0.0594], [-0.2183, -0.0379, 0.3220], [-0.1392, -0.0592, 0.0776], [0.0168, -0.1292, 0.0818], [0.0518, -0.0200, -0.1002], [-0.0152, -0.2752, 0.1767], [-0.1954, 0.1009, -0.0156], [0.0194, 0.2426, 0.1226], [0.0311, 0.1975, 0.0708], [-0.0567, 0.0879, -0.0836], [0.0086, 0.0691, 0.0508], [0.0548, -0.0510, 0.0518], [-0.1014, -0.0158, -0.1671], [-0.1416, 0.0453, -0.3225], [0.0699, -0.0757, 0.0113], [-0.0260, -0.0156, -0.1164], [-0.0588, 0.1309, -0.0610], [0.0609, 0.0901, -0.0692], [0.1882, 0.1918, 0.1580], [-0.2252, 0.0877, 0.2694], [0.2612, -0.1993, 0.2160], [-0.3622, 0.1539, -0.0821], [0.3783, -0.0536, 0.1553], [-0.1141, 0.2048, -0.3119], [-0.1300, 0.0524, -0.1045], [-0.0572, 0.1409, 0.0312], [0.0082, -0.0516, 0.1010], [-0.1573, 0.2891, 0.0208], [-0.0833, -0.1276, -0.1764], [0.1728, -0.0576, -0.1967], [0.1557, -0.0218, -0.1565], [0.0141, -0.1094, -0.0444], [0.1185, 0.0238, 0.0067], [0.0515, 0.0462, 0.0234], [-0.1229, -0.1498, 0.0417], [-0.1361, -0.3143, 0.0781], [0.0098, 0.0635, 0.0730], [-0.0578, -0.0904, 0.0624], [0.0275, -0.1218, -0.0633]]}

M (g mol⁻¹)
471.1 122.2 529.1
F_max (Eh/bohr)
0.2044 0.0551 0.1753